[1]
Density functional theory data (wB97M-V/def2-TZVPD) for one molecule with the formula C9H6O2S2 at a distorted geometry.

Output
HOMO (alpha / beta): -7.953 / -7.953 eV
LUMO (alpha / beta): -1.26 / -1.26 eV
DFT total energy: -35189.14282 eV
F_max: 3.40 eV/A

The geometry in ORCA input format:
```
! wB97M-V def2-TZVPD RIJCOSX def2/J DEFGRID3
* xyz 0 1
C -2.5271 -0.6007 -2.5224
C 2.6743 0.2447 2.1874
C -1.3580 -0.8625 -1.7070
C 1.2179 0.2911 2.3048
C -3.4009 0.0873 -1.6712
C 3.2581 -0.5702 1.1562
C -1.5298 -0.0760 -0.5783
C 0.2345 -0.0290 1.3071
C -0.6070 0.0985 0.4599
O 2.4493 0.5314 5.0774
O -2.8124 0.4396 -0.5285
S 2.4215 -1.9451 0.7724
S 2.3061 -0.5431 4.0947
H -2.5886 -1.0231 -3.4907
H 3.0459 1.2971 2.3821
H -0.5695 -1.5020 -2.0619
H 0.6886 1.1008 2.8944
H -4.3955 0.4530 -1.5992
H 4.1427 -0.2384 0.7155
*
```


[2]
Density functional theory data (wB97M-V/def2-TZVPD) for C9H7Br2N as an isolated structure at a distorted geometry.

Output
HOMO: -8.141 eV
Energy above the lowest of the compared OMol25 structures with the same formula, charge and spin: 0.0 kJ/mol
LUMO: -0.74 eV
DFT total energy: -151018.15808 eV
F_max: 4.19 eV/A

The geometry in ORCA input format:
```
! wB97M-V def2-TZVPD RIJCOSX def2/J DEFGRID3
* xyz 0 1
C 2.3104 1.2378 -0.1274
C 1.4461 1.7129 0.7971
C 2.1788 0.0682 -0.8322
C 0.2472 1.0469 1.0660
C 0.4034 -1.7617 -1.1485
C -0.7382 -2.0366 -0.4933
C 1.0154 -0.6274 -0.5533
C 0.0322 -0.0781 0.2980
C -2.7586 0.0369 0.5643
N -0.9951 -1.0162 0.4591
Br -4.2556 -0.9446 0.2823
Br -2.7451 1.5673 -0.5347
H 3.1757 1.8837 -0.4207
H 1.7008 2.7049 1.2179
H 2.7276 -0.3734 -1.6928
H -0.5390 1.3689 1.6410
H 0.9902 -2.5112 -1.5953
H -1.5435 -2.7605 -0.5439
H -2.6528 0.4821 1.6162
*
```


[3]
Density functional theory data (wB97M-V/def2-TZVPD) for one molecule with the formula C9H7Br2OP at a distorted geometry.

Output
HOMO (alpha / beta): -8.929 / -8.433 eV
Energy above the lowest of the compared OMol25 structures with the same formula, charge and spin: 157.6 kJ/mol
LUMO (alpha / beta): -1.28 / -0.58 eV
DFT total energy: -160864.27473 eV
F_max: 2.31 eV/A

The geometry in ORCA input format:
```
! wB97M-V def2-TZVPD RIJCOSX def2/J DEFGRID3
* xyz 0 1
C -2.0461 -1.2384 2.1840
C -2.0679 -2.0817 1.0846
C -1.1920 -0.1361 2.1902
C -1.2811 -1.8488 -0.0260
C -0.4510 0.0282 1.0746
C -0.4268 -0.7317 -0.0575
C 1.4723 1.4395 -0.5279
C 1.1323 0.5411 -1.4169
C 1.6071 0.4997 -2.8438
O 0.2873 -0.5294 -1.1935
P 2.1798 2.8771 0.0463
Br 3.1254 2.1217 1.9444
Br 0.3579 3.9320 0.8483
H -2.6810 -1.4149 3.0376
H -2.7230 -2.9418 1.0901
H -1.1386 0.5413 3.0271
H -1.2973 -2.5057 -0.8808
H 2.2937 1.3171 -3.0426
H 2.1036 -0.4503 -3.0336
H 0.7456 0.5814 -3.5045
*
```


[4]
Density functional theory data (wB97M-V/def2-TZVPD) for one molecule with the formula C9H7BrClNO3 at a distorted geometry.

Output
HOMO (alpha / beta): -9.252 / -9.252 eV
Energy above the lowest of the compared OMol25 structures with the same formula, charge and spin: 0.0 kJ/mol
LUMO (alpha / beta): -1.46 / -1.46 eV
DFT total energy: -99640.40172 eV
F_max: 3.04 eV/A

The geometry in ORCA input format:
```
! wB97M-V def2-TZVPD RIJCOSX def2/J DEFGRID3
* xyz 0 1
C -0.1610 0.4384 1.2277
C -0.0375 0.1962 -0.0945
C 0.9322 -0.7813 -0.5850
C 2.4883 -2.4877 -0.4569
C 2.5771 -1.6396 -1.7704
C 0.6256 -0.1722 2.3459
C 1.3318 -1.9150 0.2273
C 2.0073 -0.5864 1.9243
C -0.6741 0.8684 -2.3167
N 1.6421 -0.6149 -1.6648
O 3.2279 -3.3734 -0.1161
O 3.3029 -1.8432 -2.6991
O -0.7960 0.9621 -0.9071
Cl 2.9840 0.6052 1.1706
Br 2.9357 -1.7219 3.1156
H -0.8525 1.2168 1.5080
H 0.7029 0.5675 3.1525
H 0.1061 -1.0421 2.7660
H 0.6722 -2.5070 0.8344
H -1.2461 1.7147 -2.6951
H -1.1125 -0.0600 -2.6873
H 0.3658 0.9371 -2.6388
*
```


[5]
Density functional theory data (wB97M-V/def2-TZVPD) for C9H7DyNO4 as an isolated structure at a distorted geometry.

Output
HOMO (alpha / beta): -21.698 / -21.696 eV
Energy above the lowest of the compared OMol25 structures with the same formula, charge and spin: 435.6 kJ/mol
LUMO (alpha / beta): -15.28 / -15.10 eV
DFT total energy: -43170.48434 eV
F_max: 15.63 eV/A

The geometry in ORCA input format:
```
! wB97M-V def2-TZVPD RIJCOSX def2/J DEFGRID3
* xyz 3 6
Dy 0.2394 -0.4449 -1.2803
C 0.2449 1.5028 -2.2849
O 0.2539 2.6629 -2.6670
C 0.2319 -1.1110 -3.6693
O 0.2324 -1.3919 -4.8009
C -1.8890 -0.5098 -1.6690
O -3.0656 -0.4347 -1.6659
C 2.3639 -0.5255 -1.6439
O 3.5348 -0.4636 -1.6711
H 0.2259 -2.1923 -0.5487
H 0.2308 -2.5191 -1.5701
C -0.3618 0.7901 3.2509
C 0.3309 1.6130 2.3927
C 0.4654 1.2385 1.0708
N -0.0741 0.0990 0.6650
C -0.7513 -0.7105 1.4635
C -0.9056 -0.3807 2.7832
H -0.4721 1.0741 4.3099
H 0.7859 2.5601 2.7234
H 1.0320 1.8838 0.3262
H -1.1873 -1.6747 1.0358
H -1.4653 -1.0656 3.4495
*
```


[6]
Density functional theory data (wB97M-V/def2-TZVPD) for C9H7F15N4O6S3 as an isolated structure at a distorted geometry.

Output
HOMO: -8.516 eV
LUMO: -2.63 eV
DFT total energy: -100954.81135 eV
F_max: 2.60 eV/A

The geometry in ORCA input format:
```
! wB97M-V def2-TZVPD RIJCOSX def2/J DEFGRID3
* xyz 0 1
N -4.6070 0.6903 -0.8183
C -3.7703 1.5911 -0.2842
N -3.4508 2.8073 -0.8029
C -2.2696 3.2734 -0.0536
C -1.8562 2.1071 0.8853
S -1.3352 2.6143 2.5500
O -0.3345 3.6174 2.4737
O -2.5003 3.0559 3.2397
C -0.6555 1.1875 3.5316
F -1.6564 0.3952 3.9232
F -0.1810 1.7230 4.6274
C 0.4778 0.4016 2.7829
F 1.5819 0.5374 3.5192
F 0.7718 0.9706 1.6182
C 0.2456 -1.1328 2.6682
F 0.1487 -1.7267 3.8447
F 1.3553 -1.6135 2.1184
C -0.9504 -1.5718 1.7527
F -1.2478 -0.6961 0.7832
F -0.6095 -2.6723 1.1448
F -2.0452 -1.8572 2.4387
N -3.1285 1.3697 0.8595
H -5.6008 0.8803 -0.8222
H -4.2929 -0.1936 -1.1952
H -3.2029 2.6894 -1.7846
H -1.4761 3.2985 -0.8166
H -2.2327 4.2912 0.3476
H -1.0546 1.6283 0.3088
H -3.0917 0.4026 1.1754
C 1.0655 -0.7189 -1.6516
F -0.0036 0.0948 -1.8297
F 1.7933 -0.1831 -0.6538
F 0.5871 -1.8854 -1.1830
S 2.0332 -0.9220 -3.1933
O 2.4644 0.4104 -3.5107
O 1.0978 -1.5070 -4.1130
N 3.1290 -1.8905 -2.5986
S 4.2403 -2.3702 -3.6352
O 5.1620 -1.3613 -4.0715
O 3.7962 -3.2849 -4.6470
C 5.2065 -3.4030 -2.4698
F 4.4647 -4.3989 -1.9510
F 5.6734 -2.6856 -1.4321
F 6.2590 -3.9625 -3.0753
*
```